Density functional theory data (the ωB97M-V functional and the def2-TZVPD basis) for C57H55N5O7PSc as an isolated structure.

```
! RIJCOSX wB97M-V def2-TZVPD def2/J DEFGRID3
* xyz -2 1
Sc -0.537 -0.257 -0.334
C -6.529 -3.640 -4.154
C -5.197 -3.674 -4.537
C -4.232 -3.033 -3.769
C -4.580 -2.353 -2.607
C -5.924 -2.318 -2.235
C -6.890 -2.957 -2.998
C -3.551 -1.688 -1.754
C -2.776 -2.499 -0.976
C -2.938 -3.932 -0.816
C -2.084 -4.327 0.151
C -1.397 -3.126 0.623
N -1.795 -2.066 -0.091
C -0.575 -3.088 1.767
C -0.271 -1.897 2.444
C 0.318 -1.867 3.792
C 0.418 -0.583 4.146
C -0.017 0.219 2.994
C 0.269 1.539 2.877
C 0.803 2.267 4.053
C 0.121 2.285 5.270
C 0.627 2.966 6.369
C 1.823 3.662 6.269
C 2.504 3.669 5.056
C 2.001 2.983 3.962
C 0.265 2.304 1.572
N -0.817 1.907 0.634
C -1.652 3.032 0.365
C -2.668 2.990 -0.510
C -3.339 4.284 -0.826
C -2.664 5.255 -1.561
C -3.266 6.472 -1.853
C -4.556 6.734 -1.415
C -5.240 5.770 -0.683
C -4.635 4.556 -0.394
C -3.160 1.811 -1.207
C -4.225 1.846 -2.131
C -4.467 0.530 -2.491
C -3.548 -0.254 -1.766
N -2.725 0.541 -1.007
C -1.105 4.162 1.104
C -0.022 3.779 1.780
N -0.473 -0.647 2.000
C -0.073 -4.394 2.267
C 0.792 -5.133 1.452
C 1.265 -6.373 1.857
C 0.892 -6.900 3.088
C 0.033 -6.179 3.906
C -0.448 -4.943 3.494
H -7.283 -4.141 -4.749
H -4.903 -4.199 -5.438
H -3.194 -3.055 -4.079
H -6.198 -1.782 -1.335
H -7.928 -2.924 -2.688
H -3.649 -4.543 -1.352
H -1.958 -5.317 0.560
H 0.634 -2.729 4.357
H 0.844 -0.188 5.054
H -0.824 1.760 5.342
H 0.077 2.962 7.303
H 2.220 4.198 7.123
H 3.441 4.206 4.963
H 2.538 2.977 3.021
H -1.657 5.041 -1.900
H -2.724 7.215 -2.427
H -5.029 7.683 -1.641
H -6.247 5.967 -0.335
H -5.165 3.798 0.172
H -4.742 2.726 -2.478
H -5.215 0.169 -3.179
H -1.512 5.162 1.062
H 0.602 4.422 2.379
H 1.092 -4.713 0.495
H 1.938 -6.923 1.210
H 1.267 -7.866 3.406
H -0.272 -6.583 4.864
H -1.138 -4.392 4.123
N -0.466 -3.636 -2.910
C 0.711 -3.041 -2.490
O 1.515 -3.674 -1.821
C 0.901 -1.623 -2.974
C -0.265 -0.696 -2.580
H -0.740 -4.410 -2.322
H -1.211 -2.968 -3.054
H 1.041 -1.689 -4.066
H 1.826 -1.256 -2.540
H -1.193 -1.013 -3.080
H -0.049 0.301 -2.990
C 4.608 0.663 2.920
O 2.607 0.748 1.880
C 1.340 2.108 0.460
O 0.097 1.780 -0.506
H 4.296 1.396 3.670
H 5.062 1.175 2.065
H 5.336 -0.020 3.369
C 3.919 2.948 -1.542
C 2.749 2.243 -2.232
C 3.171 1.766 -3.625
C 1.594 3.237 -2.410
O 2.325 1.066 -1.556
P 2.357 0.654 0.129
O 3.534 -0.137 2.509
O 1.493 -0.613 -0.038
O 3.969 0.325 0.022
C 4.639 -0.858 -0.444
C 3.963 -2.153 -0.003
C 6.026 -0.761 0.189
C 4.774 -0.833 -1.963
H 4.191 3.840 -2.116
H 4.788 2.294 -1.470
H 3.623 3.256 -0.538
H 3.411 2.621 -4.266
H 2.348 1.207 -4.077
H 4.044 1.114 -3.573
H 1.899 4.034 -3.097
H 1.308 3.664 -1.449
H 0.728 2.720 -2.827
H 3.769 -2.133 1.069
H 4.641 -2.983 -0.228
H 3.025 -2.324 -0.525
H 5.952 -0.857 1.273
H 6.479 0.204 -0.051
H 6.670 -1.558 -0.192
H 3.793 -0.783 -2.428
H 5.279 -1.742 -2.303
H 5.358 0.033 -2.283
*
```

Kohn-Sham gap = 5.277 eV
Strongest force on any atom = 0.7 eV/Å
M = 998.02 g mol⁻¹
DFT total energy = -4107.646809 a.u.

These are the Mulliken partial charges, in e, on atoms 1 to 2:
1. Sc -2.3776
2. C -0.3647